No. 1
18
Properties=species:S:1:pos:R:3:mulliken_charge:R:1 method="wB97M-V/def2-TZVPD" smiles="CCN[C@H](C)C=O" e_homo_ev=-9.144 lumo_ev=1.05 orbital_gap_ev=10.2
C -2.91250 0.31012 0.13648 -1.383
C -1.55977 -0.34520 0.26290 -0.158
N -0.55967 0.41529 -0.48337 -0.522
C 1.61799 1.56293 -0.43735 -1.214
C 0.78336 0.40744 0.11186 0.603
C 1.45459 -0.91040 -0.17519 -0.271
O 1.59796 -1.78312 0.63359 -0.446
H -2.92319 1.24748 0.68358 0.366
H -3.23713 0.55816 -0.87931 0.340
H -3.69859 -0.27264 0.59949 0.398
H -1.29595 -0.41439 1.31982 0.270
H -1.58962 -1.33341 -0.18285 0.237
H -0.82502 1.38219 -0.60690 0.232
H 0.99759 2.27107 -0.99236 0.374
H 2.35443 1.17175 -1.14569 0.312
H 2.13109 2.12481 0.33892 0.283
H 0.67863 0.52764 1.19912 0.269
H 1.79487 -1.01626 -1.22749 0.311



No. 2
18
Properties=species:S:1:pos:R:3:mulliken_charge:R:1 method="wB97M-V/def2-TZVPD" smiles="CC(C)CC(N)=O" e_homo_ev=-9.882 lumo_ev=0.86 orbital_gap_ev=10.7
C -1.02412 -0.51693 0.01739 -0.756
C 0.45474 -0.14862 -0.34567 0.599
C 0.59626 1.19152 -0.81890 -1.737
C 1.07060 -1.29018 -1.22387 -1.228
C -1.44378 0.27344 1.31658 0.134
N -0.30942 0.35518 2.22430 -0.480
O -2.49458 0.86933 1.38249 -0.537
H -1.10387 -1.50237 0.22714 0.493
H -1.61761 -0.19422 -0.96965 0.287
H 0.77059 -0.40136 0.62953 0.491
H 0.33722 1.24455 -1.85291 0.442
H 1.62261 1.53337 -0.92368 0.379
H 0.14167 1.99970 -0.35254 0.441
H 0.29606 -2.06446 -1.53924 0.281
H 1.62813 -0.85768 -2.05841 0.353
H 1.76574 -1.98628 -0.65349 0.282
H 0.17915 1.14427 1.89731 0.224
H -0.86938 0.35073 3.04359 0.334



No. 3
18
Properties=species:S:1:pos:R:3:mulliken_charge:R:1 method="wB97M-V/def2-TZVPD" smiles="C=C/C=C(/C)N.O" e_homo_ev=-7.566 lumo_ev=0.74 orbital_gap_ev=8.3
N 0.53737 0.32716 1.77593 -0.471
C 0.25821 0.39009 0.40237 0.561
C 0.89057 -0.36551 -0.51557 -0.121
C 2.20534 -0.97980 -0.32774 -0.168
C 2.89023 -1.42290 -1.37651 -0.838
C -0.90637 1.27902 0.06429 -1.271
H -0.08836 0.89242 2.32370 0.221
H 1.46700 0.28819 2.15071 0.193
H 0.44030 -0.37860 -1.50133 0.287
H 2.68308 -0.72034 0.60818 0.153
H 3.88007 -1.82393 -1.23116 0.272
H 2.62094 -1.27452 -2.41373 0.249
H -1.44260 0.76614 -0.73931 0.252
H -0.56534 2.23840 -0.31568 0.251
H -1.64052 1.38780 0.86544 0.441
H -3.69868 0.02058 -0.11004 0.300
H -5.15754 -0.03388 0.12758 0.319
O -4.37370 -0.59034 0.21288 -0.632



No. 4
18
Properties=species:S:1:pos:R:3:mulliken_charge:R:1 method="wB97M-V/def2-TZVPD" smiles="CC(=O)NC(C)C" e_homo_ev=-9.459 lumo_ev=0.89 orbital_gap_ev=10.3
C 2.43333 -1.09338 0.69833 -1.057
C 1.65727 -0.08274 -0.11002 0.610
N 0.32657 -0.39981 -0.35988 -0.231
C -1.16143 1.12186 0.91620 -1.272
C -0.72681 0.60354 -0.45071 0.559
C -1.86133 -0.11511 -1.24172 -1.622
O 2.12186 0.98428 -0.43256 -0.589
H 3.48819 -0.94675 0.50012 0.315
H 2.18994 -0.86668 1.73722 0.251
H 2.10463 -2.13738 0.67286 0.346
H 0.03765 -1.36083 -0.42797 0.258
H -0.89689 2.17929 1.02272 0.285
H -2.24248 1.02150 1.04828 0.358
H -0.73484 0.64324 1.79067 0.326
H -0.38905 1.42943 -1.07685 0.256
H -1.37227 -0.34720 -2.19143 0.403
H -2.79061 0.45404 -1.22224 0.414
H -2.18372 -1.08730 -0.87303 0.391



No. 5
18
Properties=species:S:1:pos:R:3:mulliken_charge:R:1 method="wB97M-V/def2-TZVPD" smiles="C=CCNC=C.O" e_homo_ev=-8.561 lumo_ev=0.97 orbital_gap_ev=9.5
C 1.89785 -1.46110 2.61870 -0.664
C 1.61597 -0.25853 2.12774 -0.038
N 0.69931 -0.14115 1.04775 -0.422
C 0.79617 1.17448 0.35778 -0.311
C -0.89098 2.94658 0.53769 -0.716
C -0.57976 1.74236 0.07305 -0.207
H 1.55579 -2.37315 2.13754 0.229
H 2.60013 -1.63874 3.41670 0.250
H 2.33351 0.54617 2.22399 0.232
H 1.00878 -0.81433 0.35869 0.278
H 1.33029 1.09041 -0.57598 0.256
H 1.28553 1.87134 1.03200 0.305
H -1.90405 3.32817 0.48725 0.269
H -0.22286 3.44345 1.23167 0.212
H -1.30792 1.04087 -0.31404 0.327
H -3.29217 -3.65522 -5.56107 0.320
H -1.96066 -3.34303 -4.93457 0.319
O -2.79928 -2.92709 -5.17024 -0.639



No. 6
18
Properties=species:S:1:pos:R:3:mulliken_charge:R:1 method="wB97M-V/def2-TZVPD" e_homo_ev=-6.222 lumo_ev=1.02 orbital_gap_ev=7.2
C 1.90564 1.43530 1.39572 -1.097
C 0.59374 0.69925 1.57514 -0.240
C -0.38611 -0.70327 -1.22766 -0.134
C -0.56983 -1.74225 -2.28514 -1.110
N -1.39485 -0.37055 -0.41504 -0.094
C -1.48664 0.57707 0.51061 -0.304
O -0.38042 1.33868 0.73853 -0.395
H 2.33344 1.23121 0.40858 0.257
H 1.73405 2.51255 1.47903 0.283
H 2.63394 1.13784 2.15756 0.353
H 0.69706 -0.35753 1.29183 0.329
H 0.24980 0.74543 2.61720 0.325
H 0.47869 -0.05408 -1.20267 0.348
H 0.36087 -2.30026 -2.43957 0.291
H -1.33130 -2.48108 -1.99816 0.295
H -0.86207 -1.33997 -3.26888 0.235
H -2.23561 -0.93256 -0.51407 0.241
H -2.34039 0.60423 1.17698 0.416



No. 7
18
Properties=species:S:1:pos:R:3:mulliken_charge:R:1 method="wB97M-V/def2-TZVPD" smiles="C=C(C)N.C=CO" e_homo_ev=-8.394 lumo_ev=0.84 orbital_gap_ev=9.2
C -1.96671 -0.25750 0.81896 -0.525
C -1.79247 0.85272 1.56677 -0.041
O -2.40249 0.98017 2.80967 -0.525
H -1.38105 -0.48026 -0.03074 0.158
H -2.71816 -0.97174 1.15991 0.227
H -1.25974 1.74502 1.27611 0.362
H -1.72991 1.18536 3.46393 0.329
C 0.91687 -1.69494 -1.39776 -1.406
C 1.53808 -0.31733 -1.23777 0.902
C 2.07792 0.15639 -0.06400 -0.970
N 1.74559 0.34315 -2.48871 -0.643
H 1.59879 -2.31472 -1.96034 0.408
H -0.02674 -1.60125 -1.90881 0.375
H 0.74538 -2.20492 -0.40801 0.302
H 2.60624 1.12913 0.01212 0.267
H 1.90125 -0.42091 0.84502 0.247
H 1.17888 -0.09787 -3.23225 0.268
H 1.44370 1.35283 -2.39048 0.264



No. 8
18
Properties=species:S:1:pos:R:3:mulliken_charge:R:1 method="wB97M-V/def2-TZVPD" smiles="CCCCNC=O" e_homo_ev=-9.651 lumo_ev=0.92 orbital_gap_ev=10.6
O -0.96671 0.30108 3.47620 -0.570
C -1.16131 1.12257 2.59190 0.020
N -1.10777 0.85614 1.28555 -0.159
C -0.55706 -0.42347 0.75869 -0.652
C 0.82961 -0.24222 0.16947 -0.580
C 0.77499 0.23403 -1.29684 -0.352
C 0.43334 -0.86493 -2.31593 -1.135
H -1.44793 2.12545 2.93543 0.374
H -0.98676 1.55725 0.56985 0.219
H -1.33109 -0.73204 0.05220 0.316
H -0.57474 -1.17653 1.54461 0.318
H 1.33013 -1.21681 0.14132 0.291
H 1.47187 0.37237 0.79697 0.368
H 0.25321 1.17338 -1.46021 0.364
H 1.84261 0.39948 -1.50053 0.226
H 0.35852 -0.49890 -3.33760 0.332
H 1.30135 -1.52845 -2.27981 0.309
H -0.46226 -1.45840 -2.13126 0.311



No. 9
18
Properties=species:S:1:pos:R:3:mulliken_charge:R:1 method="wB97M-V/def2-TZVPD" smiles="C=CCNC=C.O" e_homo_ev=-8.178 lumo_ev=0.83 orbital_gap_ev=9.0
C 2.55236 0.51854 -2.13857 -0.834
C 2.39147 0.39349 -0.74297 -0.013
N 1.15590 -0.11749 -0.18431 -0.335
C 1.28223 -1.14926 0.96791 -0.415
C -0.85665 -2.36659 1.84470 -0.626
C 0.22841 -2.25194 0.91382 -0.275
H 1.66233 0.44566 -2.70161 0.253
H 3.31442 1.12722 -2.63778 0.273
H 3.30229 0.52396 -0.16480 0.342
H 0.22416 -0.29744 -0.69726 0.293
H 2.24910 -1.59204 0.98781 0.313
H 1.03784 -0.62276 2.01303 0.180
H -1.71556 -3.09787 1.57815 0.256
H -1.03013 -1.43909 2.46530 0.248
H 0.24115 -2.66799 -0.16324 0.339
H -5.00570 4.25371 -1.12278 0.312
H -5.33932 3.99652 0.27328 0.302
O -5.69428 4.34338 -0.49067 -0.614



No. 10
18
Properties=species:S:1:pos:R:3:mulliken_charge:R:1 method="wB97M-V/def2-TZVPD" smiles="CCC(=O)N(C)C" e_homo_ev=-8.863 lumo_ev=0.90 orbital_gap_ev=9.8
C 0.16001 -0.18301 -1.65185 -0.635
C -1.31212 -0.23970 -2.00824 -0.879
C 0.65184 -0.43230 -0.24398 0.636
N -0.30292 0.13292 0.63943 0.027
C -0.25551 -0.37890 2.14947 -0.812
C -0.19815 1.57011 0.68145 -1.115
O 1.61966 -0.89882 0.32806 -0.621
H 0.87943 -0.86171 -2.25440 0.366
H 0.43758 0.82929 -1.58504 0.257
H -1.67517 0.73552 -2.00663 0.289
H -1.95532 -0.88780 -1.38742 0.307
H -1.30187 -0.64009 -3.06335 0.294
H 0.56882 0.19464 2.51470 0.366
H -0.39820 -1.52651 2.43447 0.248
H -1.15549 0.24753 2.65309 0.247
H -0.09166 2.09857 -0.35063 0.241
H 0.63107 2.01884 1.25776 0.410
H -1.05244 2.03458 1.12574 0.374



No. 11
18
Properties=species:S:1:pos:R:3:mulliken_charge:R:1 method="wB97M-V/def2-TZVPD" smiles="CNC(=O)C(C)C" e_homo_ev=-9.562 lumo_ev=0.89 orbital_gap_ev=10.4
C 2.86399 0.50946 -0.22016 -0.872
N 1.41702 0.24104 -0.42515 -0.178
C 0.53249 -0.13284 0.50645 0.200
O 0.60844 -0.37798 1.68636 -0.604
C -0.94088 -0.17003 -0.31389 0.497
C -1.58030 -1.49514 0.03673 -1.470
C -1.65357 1.06374 0.21829 -1.458
H 3.14779 1.51055 -0.56660 0.297
H 3.50714 -0.21843 -0.72792 0.286
H 3.10210 0.46034 0.85509 0.307
H 0.58802 0.10260 -1.08890 0.498
H -1.00264 -0.08519 -1.44264 0.400
H -1.45951 -1.63591 1.11192 0.310
H -1.08392 -2.32810 -0.47874 0.319
H -2.64326 -1.51819 -0.21844 0.402
H -2.70212 1.10983 -0.09031 0.411
H -1.60054 1.03006 1.30790 0.322
H -1.15375 1.98055 -0.12337 0.332



No. 12
18
Properties=species:S:1:pos:R:3:mulliken_charge:R:1 method="wB97M-V/def2-TZVPD" smiles="CCN(C)C(C)=O" e_homo_ev=-9.266 lumo_ev=0.79 orbital_gap_ev=10.1
C -2.24896 -0.54360 0.62944 -0.768
C -1.17095 -0.65901 -0.53535 -0.700
C 0.03073 1.40989 -0.47527 -0.949
C 1.24262 -0.67749 -0.07363 0.831
C 2.40117 0.01564 0.49461 -1.206
H -2.37429 0.60276 0.87481 0.246
H -3.19989 -1.17675 0.24384 0.293
H -1.90710 -1.29980 1.44844 0.241
H -0.84941 -1.71236 -0.65488 0.368
H -1.47703 -0.22911 -1.66424 0.296
H 0.76904 2.04480 0.20117 0.320
H -0.95042 1.89675 -0.12985 0.271
H 0.19008 1.58127 -1.62299 0.292
H 2.31738 0.56799 1.36003 0.394
H 3.16954 -0.82119 0.72733 0.287
H 2.82364 0.89918 -0.26774 0.253
N 0.05867 0.02421 -0.08542 0.206
O 1.17518 -1.92319 -0.47030 -0.675



Record order is preserved below.
Energy relative to the best compared isomer or geometry (same formula, charge and spin): 1.434, 2.393, 2.140, 0.659, 3.083, 3.381, 2.618, 0.847, 4.488, 3.091, 2.023, 2.829 eV
Record order is preserved below.
E: -8900.26377, -8899.30445, -8899.55770, -8901.03799, -8898.61444, -8898.31597, -8899.07905, -8900.85014, -8897.20961, -8898.60600, -8899.67462, -8898.86837 eV